--- w ---
76
Properties=species:S:1:pos:R:3 method="wB97M-V/def2-TZVPD" total_charge=-2
C 0.7647 0.4556 -0.5128
O -0.1142 0.8588 -1.3260
O 0.7160 -0.6487 0.0877
O 1.8466 1.1394 -0.3535
C 2.1402 -7.9851 2.7073
O 2.7175 -7.1346 3.3769
N 1.4000 -7.7318 1.7500
N 2.2762 -9.2331 2.9989
H 1.3344 -6.7296 1.6433
H 0.9162 -8.5117 1.3283
H 1.8035 -10.0199 2.5773
H 2.7283 -9.4193 3.8826
C 4.5879 6.0586 3.6983
O 5.3292 5.1074 3.8648
N 3.8901 6.1237 2.6247
N 4.4997 7.0653 4.5217
H 3.6778 5.3088 2.0671
H 3.3777 6.9688 2.4163
H 3.9795 7.9107 4.3354
H 5.0843 6.9396 5.3356
C -1.0342 -3.6697 -5.3522
O -0.9287 -4.4149 -6.3044
N -0.4951 -3.9203 -4.2480
N -1.5516 -2.4629 -5.4683
H -0.3498 -3.2070 -3.5479
H -0.0945 -4.8469 -4.2152
H -1.4931 -1.7460 -4.7593
H -1.5602 -2.3116 -6.4669
C -6.2696 -1.4385 -1.3422
O -7.4284 -1.6929 -1.5444
N -5.7838 -0.2650 -1.2896
N -5.3021 -2.2826 -1.2389
H -6.4057 0.5059 -1.4873
H -4.7923 -0.2460 -1.4807
H -5.6661 -3.2182 -1.1290
H -4.3592 -1.9697 -1.0568
C 5.6135 -3.7225 -2.5274
O 5.6903 -3.7244 -1.3241
N 5.5119 -4.8544 -3.2771
N 5.4599 -2.6175 -3.1966
H 5.2908 -4.9068 -4.2612
H 5.8688 -5.7227 -2.9045
H 5.3623 -1.7986 -2.6135
H 5.0985 -2.6554 -4.1390
C -1.9070 -3.2466 6.2657
O -0.8324 -2.6560 6.5011
N -2.7995 -3.5011 7.1614
N -2.1999 -3.5570 5.0509
H -2.5361 -3.1349 8.0651
H -3.4026 -4.2806 6.9407
H -1.6738 -3.3548 4.2128
H -3.1610 -3.7188 4.7859
C -2.4598 3.5235 4.9686
O -1.3133 3.2000 4.7487
N -2.8850 4.5061 5.7545
N -3.3967 2.9601 4.4531
H -3.8854 4.5963 5.8599
H -2.2611 5.0550 6.3286
H -3.1789 2.7601 3.4874
H -4.2980 3.3357 4.7112
C 3.3466 4.3730 -5.7396
O 3.7437 5.0664 -6.6784
N 3.4253 4.6827 -4.4367
N 2.6508 3.2719 -5.9162
H 3.0995 3.8910 -3.9007
H 3.8496 5.4720 -3.9707
H 2.1766 2.7256 -5.2113
H 2.3384 3.1837 -6.8726
C -3.4945 6.1367 -2.4254
O -4.2930 6.9865 -2.8008
N -2.8495 5.3687 -3.2776
N -3.2417 5.8456 -1.1809
H -2.3167 4.5837 -2.9315
H -3.1365 5.5243 -4.2334
H -2.5178 5.1435 -1.1262
H -3.9272 5.9235 -0.4432

--- x ---
76
Properties=species:S:1:pos:R:3 method="wB97M-V/def2-TZVPD" total_charge=-2
C 0.0026 -0.1583 -0.1844
O -0.9982 0.6180 -0.1085
O -0.0257 -1.1376 0.6395
O 0.9602 -0.1239 -1.0347
C 3.2767 -3.2372 -0.9604
O 4.2325 -3.9821 -0.8251
N 2.0651 -3.4996 -1.4858
N 3.2529 -1.9471 -0.5250
H 1.3115 -2.9331 -1.1317
H 2.0684 -4.3601 -2.0096
H 2.5219 -1.2883 -0.7882
H 4.1762 -1.5407 -0.5804
C -4.0408 -0.8016 -2.3547
O -5.0346 -0.8055 -3.0852
N -3.9533 -1.5217 -1.2243
N -2.9429 -0.0324 -2.5958
H -4.5416 -2.3209 -1.0660
H -3.0113 -1.5088 -0.8631
H -2.8791 0.1340 -3.5876
H -2.2437 0.1538 -1.8965
C 1.6834 -4.1362 2.5504
O 1.7395 -5.1767 3.2237
N 2.7226 -3.2631 2.5465
N 0.7092 -3.7243 1.7462
H 3.4159 -3.2933 3.2707
H 2.6665 -2.6066 1.7830
H -0.1892 -4.1738 1.6957
H 0.7477 -2.8306 1.2684
C 0.2044 4.0113 1.9303
O 1.0114 4.4054 2.7572
N 0.4953 3.6865 0.6672
N -1.1196 3.9091 2.2174
H 1.4485 3.8690 0.3981
H -0.1351 3.2086 0.0360
H -1.6462 3.4996 1.4635
H -1.4115 4.1993 3.1336
C -3.5735 -0.7118 2.4457
O -4.6680 -0.7651 3.0128
N -2.5853 -1.5711 2.2918
N -3.2339 0.4081 1.7033
H -1.7498 -1.1204 1.9518
H -2.4277 -2.4198 2.8101
H -3.8626 1.1778 1.8582
H -2.5036 0.2899 1.0124
C 0.5389 0.4889 3.7662
O 1.0724 1.1355 4.6639
N -0.1596 1.1144 2.8415
N 0.7521 -0.8361 3.5191
H -0.4142 0.6567 1.9806
H -0.1065 2.1227 2.8710
H 0.5036 -1.0486 2.5584
H 1.3234 -1.4514 4.0679
C 3.9009 2.1234 -0.8578
O 4.7888 2.9265 -0.6767
N 2.7824 2.2411 -1.6121
N 3.8214 0.9176 -0.2647
H 2.0856 1.5067 -1.6490
H 2.6263 3.0874 -2.1345
H 4.5596 0.7822 0.4089
H 2.9883 0.3551 -0.2269
C 0.2705 -0.9507 -4.2397
O -0.1314 -1.0281 -5.4122
N 1.2183 -0.0639 -3.8677
N -0.0789 -1.7903 -3.3133
H 1.6950 0.5234 -4.5263
H 1.1883 0.0616 -2.8591
H -0.6009 -2.6056 -3.5834
H -0.0941 -1.3279 -2.4110
C -2.2885 3.4583 -1.6963
O -2.7590 4.3254 -2.4356
N -2.7711 3.0517 -0.5166
N -1.0684 2.9174 -1.9076
H -3.7226 3.3777 -0.4278
H -2.4283 2.1945 -0.1046
H -0.5187 3.0516 -2.7380
H -0.9089 2.1044 -1.3232

Which of them is the most stable? Correct choice: x.

--- w ---
14
Properties=species:S:1:pos:R:3 method="wB97M-V/def2-TZVPD" total_charge=0
C -1.0874 0.2797 1.1915
C 0.0493 -0.1797 0.3848
C -0.3653 -0.4440 -1.1361
S 0.9693 -0.8554 -2.2919
N 1.1665 0.7634 0.4886
H -2.1282 -0.3190 1.0286
H -0.6534 0.3383 2.2714
H -1.3715 1.2562 0.8312
H 0.4937 -1.1513 0.6830
H -0.9305 0.4247 -1.5917
H -1.1588 -1.3526 -1.2021
H 2.4633 -1.0184 -0.5908
H 1.6312 0.4776 -0.4366
H 0.9219 1.7805 0.3702

--- x ---
14
Properties=species:S:1:pos:R:3 method="wB97M-V/def2-TZVPD" total_charge=0 smiles="C=CN.CS"
C 1.1897 0.3094 2.3263
C 1.4760 -0.4185 1.2485
N 0.8939 -0.2350 -0.0447
H 1.5545 0.0030 3.2976
H 0.4893 1.1310 2.2156
H 2.1427 -1.2725 1.3271
H 1.3853 -0.7722 -0.7456
H 0.9039 0.7431 -0.3279
C -1.8849 0.0790 -1.9855
S -2.0745 0.1579 -0.2066
H -1.9550 1.0574 -2.4667
H -0.8899 -0.2855 -2.2885
H -2.5905 -0.5729 -2.4925
H -0.6404 0.0758 0.1430

--- y ---
14
Properties=species:S:1:pos:R:3 method="wB97M-V/def2-TZVPD" total_charge=0 smiles="C=N.CSC"
C 1.0480 -2.2291 -1.7451
N 0.3384 -1.3804 -2.4159
H 2.0730 -2.4667 -2.0934
H 0.7255 -2.8439 -0.9425
H -0.5942 -1.1720 -2.0592
C 0.9687 0.6811 1.0851
S -0.0543 2.1975 0.6143
C -1.7412 1.4734 0.9815
H 0.5454 -0.2383 0.7060
H 0.8944 0.8640 2.1862
H 1.9727 0.7705 0.6390
H -2.0214 1.9398 1.9312
H -2.4155 1.9719 0.2808
H -1.7395 0.4322 0.8319

Which of them is the most stable? Correct choice: x.

--- w ---
14
Properties=species:S:1:pos:R:3 method="wB97M-V/def2-TZVPD" total_charge=0
C 1.7033 1.1920 0.1276
C -1.5640 1.9929 -0.2122
C 0.3066 -2.4772 -0.0523
N 1.4070 -0.1949 0.3432
S 0.4057 -0.8562 -0.7270
H 2.5813 1.4523 0.9131
H 0.8090 1.7415 0.5408
H 1.8737 1.3902 -0.9346
H -1.4191 1.1169 -0.7576
H -1.6950 2.9982 -0.7114
H -1.7223 1.9723 0.8609
H -0.4558 -2.9899 -0.5346
H 0.1792 -2.2843 1.0090
H 1.2785 -3.1003 -0.0193

--- x ---
14
Properties=species:S:1:pos:R:3 method="wB97M-V/def2-TZVPD" total_charge=0 smiles=C[C@H](N)CS
C 0.2375 -1.0686 -1.0654
C 0.1797 -0.3229 0.1773
N -0.8989 -0.7016 1.0553
C 0.2237 1.1864 -0.2756
S 0.9246 2.2361 1.0579
H 0.8169 -0.6897 -1.8870
H 0.7489 -1.9869 -0.7680
H -0.7260 -1.4840 -1.4230
H 1.0888 -0.3934 0.7856
H -1.8060 -0.5510 0.6119
H -0.8584 -1.6997 1.2924
H -0.8052 1.5718 -0.3942
H 0.9470 1.4236 -1.0664
H -0.0725 2.4798 1.8990

Which of them is the most stable? Correct choice: x.

--- w ---
14
Properties=species:S:1:pos:R:3 method="wB97M-V/def2-TZVPD" total_charge=0 smiles="C=S(C)(C)=N"
C 1.7872 -0.0208 -1.1851
S 0.7255 0.2645 0.0077
C 0.3706 -1.3841 0.7038
C -1.3059 0.9827 -0.4500
N 1.0124 1.1413 1.1890
H 2.0341 1.0379 -1.6275
H 1.4666 -0.5888 -1.9662
H -0.6917 -1.5689 0.5684
H 0.9471 -2.1867 0.2025
H 0.6188 -1.2470 1.7726
H -1.7522 0.4896 -1.2836
H -1.8128 0.7288 0.4448
H -0.9732 2.0528 -0.4538
H 1.4819 2.0148 1.1887

--- x ---
14
Properties=species:S:1:pos:R:3 method="wB97M-V/def2-TZVPD" total_charge=0 smiles="C=N.CSC"
C -0.1318 -2.7057 -3.9247
N 0.8268 -1.9138 -3.6734
H 0.0744 -3.6068 -4.3615
H -1.1285 -2.3769 -4.0243
H 0.6841 -0.9209 -3.4424
C -0.5948 0.2555 1.2211
S -0.9922 1.7071 2.1923
C 0.5036 2.4068 3.0758
H 0.0052 -0.3101 1.8370
H -0.0639 0.5241 0.2876
H -1.3329 -0.3813 0.8452
H 0.0097 2.9529 3.9973
H 0.9228 1.4242 3.5295
H 1.2174 2.9450 2.4405

Which of them is the most stable? Correct choice: x.

--- w ---
13
Properties=species:S:1:pos:R:3 method="wB97M-V/def2-TZVPD" total_charge=0 smiles="[H]/N=C/N=c1/cnocn1"
H 3.7034 0.7376 0.3086
N 3.2401 -0.1439 0.1994
C 1.8836 0.0307 -0.1870
N 1.0843 -0.9004 0.0916
C -0.1106 -0.5238 -0.1257
C -1.3293 -1.4359 0.0759
N -2.5249 -0.9836 -0.0622
O -2.6483 0.4222 0.2459
C -1.5634 1.1242 -0.0281
N -0.3510 0.8030 -0.1761
H 1.6643 1.1521 -0.2882
H -1.3142 -2.5650 -0.2322
H -1.7339 2.2829 0.1782

--- x ---
13
Properties=species:S:1:pos:R:3 method="wB97M-V/def2-TZVPD" total_charge=0 smiles="N#CCN(CC#N)N=O"
N -1.8788 2.4756 -0.4973
C -1.4286 1.5584 0.0321
C -0.6359 0.5138 0.8770
N -0.4932 -0.6064 -0.1447
C 0.9394 -0.6044 -0.8183
C 2.1993 -0.3718 0.0379
N 3.2434 0.4211 0.4356
N -1.0482 -1.8406 -0.2131
O -2.2336 -1.8274 0.3216
H 0.5088 0.8966 1.0012
H -1.3639 0.2493 1.8137
H 1.0823 -1.3808 -1.5196
H 1.1090 0.5166 -1.3260

--- y ---
13
Properties=species:S:1:pos:R:3 method="wB97M-V/def2-TZVPD" total_charge=0
H -1.1115 2.5847 0.7637
N -1.8016 1.8903 0.5094
C -1.2260 0.8906 -0.0939
C 0.1940 0.7986 -0.6144
C 1.1500 -0.0983 -0.1735
O 2.4147 0.1837 -0.6552
N 0.9256 -1.2674 0.5615
C -0.1962 -1.7554 0.5166
N -1.5338 -1.3726 -0.0107
N -2.0237 -0.2954 -0.3655
H 0.5516 1.6707 -1.0608
H 3.0096 -0.6501 -0.5108
H -0.3526 -2.5794 1.1336

--- z ---
13
Properties=species:S:1:pos:R:3 method="wB97M-V/def2-TZVPD" total_charge=0 smiles="N#CCN(CC#N)N=O"
N 0.2630 -1.0123 3.0291
C 0.3110 -0.2951 1.9048
C 0.7510 0.3521 0.6519
N -0.1595 0.6379 -0.3185
C -1.1471 -0.4687 -0.8357
C 0.0820 -1.4308 -1.1060
N 1.0865 -2.1916 -1.0149
N 0.0425 1.9532 -0.7541
O -0.5699 2.2051 -1.7650
H 0.8860 1.4170 1.2155
H 1.8573 -0.2195 0.4384
H -1.8617 -0.1172 -1.7065
H -1.5409 -0.8301 0.2609

Which of them is the most stable? Correct choice: y.